# C32H38ClLuN3O2

A molecular structure, C32H38ClLuN3O2 at a distorted geometry (the ωB97M-V functional and the def2-TZVPD basis, OMol25).

The geometry in XYZ format:
```
77
C32H38ClLuN3O2 | OMol25 | the ωB97M-V functional and the def2-TZVPD basis
Lu -1.0663 0.0057 -1.0381
Cl -2.7359 0.2895 0.6555
N -0.3868 2.1712 -1.2291
N -0.6023 -2.2297 -0.9272
C -1.3860 2.9437 -1.6465
C -1.3757 -3.0697 -1.6017
C 0.6121 3.0398 -0.5485
C -0.1347 4.3675 -0.4290
C 1.8577 3.1871 -1.4035
C 0.9273 2.4383 0.8054
H 1.5928 3.3511 -2.4579
H 2.4950 2.2965 -1.3292
H 2.4301 4.0557 -1.0446
H 0.0185 2.4152 1.4184
H 1.6811 3.0355 1.3275
H 1.3055 1.4082 0.7306
C 0.2232 -3.0340 0.0147
C 0.0273 -4.4528 -0.5046
C -0.3682 -2.8849 1.4070
C 1.6653 -2.5730 -0.0625
H 2.0465 -2.6962 -1.0850
H 2.2816 -3.1658 0.6230
H 1.7689 -1.5199 0.2310
H -1.3973 -3.2804 1.4180
H -0.3766 -1.8306 1.7219
H 0.2360 -3.4512 2.1266
O -1.1049 -4.3486 -1.4530
H -0.2756 -5.1820 0.2576
H 0.8835 -4.8431 -1.0692
O -1.3106 4.2133 -1.3124
H 0.4124 5.2516 -0.7757
H -0.5287 4.5445 0.5804
C -2.5676 2.4486 -2.4300
C -2.5153 -2.6293 -2.4643
C -2.1840 -1.3128 -3.1313
H -3.3854 -2.5238 -1.7944
H -2.7425 -3.4337 -3.1767
C -2.7206 -0.0935 -2.6446
C -2.2261 1.1461 -3.1246
H -3.5106 -0.1099 -1.8685
C -1.4821 1.1577 -4.3063
C -1.1375 -0.0597 -4.8867
C -1.1026 2.4470 -4.9722
C -1.4251 -1.2900 -4.3007
H -0.5835 -0.0472 -5.8218
C -0.9749 -2.5669 -4.9477
H -0.5639 -2.3614 -5.9428
H -1.7886 -3.2935 -5.0685
H -0.1840 -3.0522 -4.3619
H -1.9394 3.1521 -5.0517
H -0.7389 2.2497 -5.9878
H -0.2915 2.9538 -4.4333
H -2.8635 3.2411 -3.1329
H -3.4009 2.3225 -1.7205
C -1.0987 2.2039 5.5854
C -1.8212 1.2923 4.8005
C -1.1822 0.5806 3.7995
C 0.2044 0.7602 3.5623
C 0.9061 1.7571 4.2983
C 0.2630 2.4284 5.3284
N 0.8182 -0.0161 2.6134
C 1.9337 -0.7292 2.9755
C 3.1543 -0.4840 2.2944
C 4.3130 -1.1228 2.7041
C 4.2827 -2.0399 3.7662
C 3.0679 -2.3379 4.4039
C 1.8953 -1.7203 3.9949
H -1.5813 2.7151 6.4201
H -2.8821 1.1287 4.9711
H -1.7051 -0.1433 3.1738
H 1.9525 1.9305 4.0415
H 0.8374 3.1255 5.9427
H 3.1427 0.2512 1.4853
H 5.2481 -0.9017 2.1945
H 5.2056 -2.5046 4.1196
H 3.0301 -3.0463 5.2334
H 0.9287 -1.9247 4.4604
```

Properties
* E_tot: -3252.69579 a.u.
* Kohn-Sham gap (spin up / spin down): 3.848 / 3.671 eV
* charge: -1
* highest occupied orbital energy (spin up / spin down): -0.05047 / -0.04196 Ha
* energy above the lowest of the compared OMol25 structures with the same formula, charge and spin: 0.0 kcal/mol

Atom charges from the Löwdin analysis, given in e for atoms 1 to 2:
1 Lu 1.2321
2 Cl -0.0649